C2H3O2 | ωB97M-V/def2-TZVPD

Values from the calculation:
HOMO level (spin up / spin down)	-3.0 / -2.3	eV
energy relative to the best compared isomer or geometry (same formula, charge and spin)	5.744	eV
total charge	-1
Kohn-Sham gap (spin up / spin down)	7.119 / 6.725	eV

```
7
Properties=species:S:1:pos:R:3:forces:R:3:mulliken_charge:R:1
C 1.6162 0.6106 -0.1021 3.7 2.2 -0.7 0.21
C 0.3012 0.0463 -0.0343 -2.9 -1.0 -3.2 -0.59
O 1.9648 1.7823 -0.2595 -1.0 -3.1 0.4 -0.49
O 2.8823 -1.2227 0.3452 -1.4 1.9 -0.4 -0.90
H 0.2886 -0.2768 0.9274 -0.4 -1.1 3.2 0.24
H 0.2020 -0.9381 -0.6070 0.5 1.4 0.6 0.25
H -0.6524 0.6610 -0.2409 1.6 -0.3 0.2 0.28
```
Positions in Å, forces in eV/Å.

C6H10N | ωB97M-V/def2-TZVPD

Values from the calculation:
HOMO level	-12.4	eV
energy relative to the best compared isomer or geometry (same formula, charge and spin)	3.422	eV
total charge	+1
Kohn-Sham gap	8.224	eV

```
17
Properties=species:S:1:pos:R:3:forces:R:3:mulliken_charge:R:1
C -1.1712 -0.8548 -0.1373 -0.1 3.0 1.0 -0.93
C 0.2117 -0.4098 0.2035 -1.1 0.0 -2.9 0.76
C -2.3778 -0.2043 -0.1454 1.1 0.7 1.1 -0.02
C 1.1868 0.3867 -0.0235 -2.9 -0.8 1.0 0.29
C 1.2925 -1.5327 0.1329 2.1 -1.6 0.3 -0.99
C 2.1305 1.4389 -0.0571 -0.8 0.9 3.0 -0.94
N -2.6605 1.0737 0.1738 -1.2 -0.8 0.2 -0.39
H -3.3149 -0.7036 -0.2842 0.1 -1.2 -0.3 0.37
H -1.3180 -1.8354 -0.3505 0.4 -2.9 -0.5 0.40
H 1.3661 -1.8642 1.2057 -0.2 -0.4 -1.3 0.32
H 2.3701 -1.2073 -0.0784 -1.1 -0.1 0.2 0.29
H 1.1154 -2.3272 -0.7052 -0.1 1.6 1.7 0.38
H 2.9093 1.2728 0.7907 -1.4 1.2 -1.2 0.33
H 1.3741 2.3779 -0.0712 2.1 -1.7 0.6 0.28
H 2.5795 1.3891 -0.9684 1.7 0.4 -2.6 0.40
H -2.0373 1.7923 -0.0976 0.1 0.9 0.3 0.21
H -3.6565 1.2078 0.4122 1.3 0.8 -0.6 0.24
```
Positions in Å, forces in eV/Å.

C16H21Cl3OSeZr | ωB97M-V/def2-TZVPD

Values from the calculation:
HOMO level	-0.2	eV
total charge	-2
Kohn-Sham gap	5.173	eV

```
43
Properties=species:S:1:pos:R:3:forces:R:3:mulliken_charge:R:1
C -0.6611 -2.5753 -0.7942 -0.5 1.4 -0.6 1.06
C -0.2602 -1.9645 -2.0145 -1.2 0.5 0.7 -0.02
C -1.0993 -0.8220 -2.2452 0.2 -1.7 1.0 0.80
C 0.7811 -2.4908 -2.9425 0.2 -0.3 -0.2 -1.46
C -2.0478 -0.7569 -1.1891 1.6 -0.8 -0.5 0.68
C -1.7963 -1.8328 -0.2795 1.5 0.9 -0.9 0.40
C -2.6876 -2.2338 0.8245 -1.0 -0.2 0.2 -1.67
C -0.0645 -3.8000 -0.2025 0.0 -0.1 0.1 -1.85
C -1.0161 0.0212 -3.4548 -0.1 0.1 -0.5 -1.80
C -3.1686 0.1878 -1.1134 -0.3 0.2 0.1 -1.79
Zr 0.3375 0.0362 1.2616 -2.0 -0.2 0.2 0.85
Cl 1.9966 -0.0339 -0.5333 0.4 0.1 -0.2 -0.46
Cl 1.9456 -1.6039 2.2965 0.4 -0.1 0.3 -0.60
Cl -0.6675 1.9637 0.1018 0.0 0.1 0.0 -0.48
H 1.5824 -3.0185 -2.3907 -0.2 0.3 -0.2 0.30
H 1.2453 -1.7107 -3.5743 -0.1 -0.2 0.3 0.31
H 0.3229 -3.2352 -3.6320 0.3 0.2 0.1 0.27
H 0.0098 0.2863 -3.7379 0.0 0.0 0.2 0.35
H -1.5791 0.9429 -3.3321 0.0 0.2 0.0 0.37
H -1.4462 -0.5078 -4.3186 0.0 0.1 -0.1 0.25
H -2.8902 1.1576 -1.5133 0.0 0.2 -0.1 0.48
H -3.4371 0.3548 -0.0772 -0.3 0.1 0.3 0.34
H -4.0353 -0.1868 -1.6669 -0.3 0.1 0.0 0.30
H -3.7473 -2.1241 0.5380 0.1 0.1 0.0 0.38
H -2.5407 -1.6943 1.7763 0.0 -0.4 -0.4 0.15
H -2.5713 -3.3032 0.9555 0.1 -0.4 0.5 0.51
H 1.0322 -3.7481 -0.2796 -0.2 -0.3 0.1 0.39
H -0.4343 -4.7085 -0.7208 0.3 0.1 0.3 0.25
H -0.3332 -3.8371 0.8624 0.2 -0.3 -0.2 0.40
O -0.8932 -0.8660 2.5869 1.2 -0.3 -0.4 -0.51
H -0.2259 -1.5036 2.9325 -0.8 0.3 0.1 0.24
Se 0.1612 1.7753 3.4180 -0.8 -1.3 0.2 -0.19
C 1.3997 2.8455 2.5945 1.0 1.2 -0.7 -0.26
C 2.6800 2.3168 2.3331 -0.3 0.1 0.1 0.39
C 3.7119 3.1694 1.9682 0.0 0.1 -0.3 -0.83
C 3.4381 4.5231 1.7526 -0.2 0.1 0.2 -0.27
C 2.1289 5.0202 1.8533 0.0 -0.1 0.0 -0.53
C 1.0966 4.1848 2.2507 0.5 -0.7 0.1 -0.41
H 2.8184 1.2226 2.4138 0.2 0.8 0.3 0.37
H 4.7263 2.7716 1.8434 -0.4 0.2 0.0 0.32
H 4.2464 5.2031 1.5297 0.1 0.1 -0.2 0.34
H 1.8898 6.0678 1.6425 0.3 -0.3 0.0 0.30
H 0.0523 4.5071 2.2766 0.4 0.0 0.2 0.36
```
Positions in Å, forces in eV/Å.

C26H39O5RuSi | ωB97M-V/def2-TZVPD

Values from the calculation:
HOMO level (spin up / spin down)	-2.1 / -2.8	eV
total charge	-1
2S+1	5
Kohn-Sham gap (spin up / spin down)	4.475 / 5.155	eV

```
72
Properties=species:S:1:pos:R:3:forces:R:3:mulliken_charge:R:1
C 0.7183 2.0207 -3.3112 0.1 0.1 0.0 2.87
C 1.0907 2.4477 -1.8617 0.1 0.0 -0.1 -2.00
C 0.6364 0.4737 -3.2603 -0.1 0.0 -0.1 -2.64
C 1.4906 0.0721 -2.0665 0.3 0.2 0.2 0.47
H 0.9716 0.0374 -4.1938 0.1 -0.1 -0.1 0.46
H -0.3977 0.1722 -3.1029 -0.1 0.0 0.1 0.51
C 1.1628 1.1682 -1.0264 -0.1 0.0 0.0 0.94
H 0.3552 3.1465 -1.4696 -0.1 0.0 0.0 0.63
H 2.0560 2.9497 -1.8585 0.2 0.1 -0.1 0.27
C -0.1463 0.9215 -0.2943 -0.2 -0.3 1.8 -1.24
H 1.9548 1.2325 -0.2800 0.0 0.0 0.1 0.83
H 2.5364 0.2428 -2.3524 0.0 -0.1 -0.1 0.76
C 1.3655 -1.3239 -1.5781 0.1 0.0 -0.2 -0.09
C -0.6515 2.5115 -3.7352 -0.4 0.2 0.4 -0.45
C 1.8314 2.4485 -4.2773 0.2 -0.3 -0.1 0.61
O 2.6018 1.6692 -4.7785 -0.3 0.4 0.2 -0.60
O -1.5252 2.9013 -2.9941 0.5 -0.2 -0.6 -0.59
O -0.8047 2.3771 -5.0677 -0.2 0.1 -0.1 -0.26
O 2.0303 3.7685 -4.5140 -0.1 0.1 0.0 -0.39
C 1.1279 4.7920 -4.0833 0.1 -0.2 0.0 -0.44
H 0.8438 4.6901 -3.0406 0.0 -0.1 0.1 0.24
H 0.2385 4.8096 -4.7099 -0.1 0.0 -0.1 0.15
H 1.6677 5.7244 -4.2117 0.0 0.0 0.0 0.35
C -2.1045 2.7067 -5.5878 0.2 -0.1 0.2 -0.83
H -2.8616 2.0565 -5.1574 0.0 0.0 0.1 0.32
H -2.0360 2.5549 -6.6584 0.0 0.0 -0.1 0.26
H -2.3559 3.7402 -5.3635 0.0 0.1 0.0 0.33
O 0.0130 0.0369 0.7662 2.8 -0.3 -5.9 0.31
H -0.9108 0.5610 -0.9924 -0.2 0.0 -0.2 0.04
H -0.5088 1.8874 0.0793 -0.1 0.4 0.0 0.18
C 2.6010 -2.0217 -1.1548 0.0 0.0 0.1 -1.64
C 0.1038 -2.0853 -1.7158 -0.2 0.0 0.0 -0.96
H -0.1949 -2.2074 -2.7646 0.0 -0.1 -0.1 0.22
H -0.7337 -1.5940 -1.2146 0.0 0.1 0.1 -0.07
H 0.1907 -3.0734 -1.2746 0.0 -0.1 0.0 0.55
H 2.4017 -2.7179 -0.3425 0.0 -0.1 0.1 0.30
H 3.3711 -1.3246 -0.8246 0.0 0.1 0.1 0.39
H 3.0370 -2.6060 -1.9782 0.1 -0.1 -0.1 0.32
Ru -0.6674 -0.3224 2.4360 -1.2 -2.5 4.1 -0.24
C 0.6635 -0.3813 4.4862 -0.1 -0.3 0.2 -0.72
C 1.5357 -0.0323 3.4251 0.9 0.2 0.0 -0.40
C 1.1514 1.2253 2.9466 0.6 0.3 0.3 -0.66
H 2.3165 -0.6540 3.0250 0.1 0.0 0.0 0.41
C 0.0121 1.6363 3.6592 0.2 0.5 0.6 -0.43
C -0.2649 0.6482 4.6409 0.1 0.6 0.3 -1.08
H -1.0695 0.6702 5.3545 -0.1 0.0 0.0 0.52
H 0.6842 -1.3055 5.0347 0.1 0.0 0.2 0.70
H 1.5876 1.7413 2.1097 0.0 0.0 -0.1 0.53
H -0.5302 2.5543 3.5082 0.0 0.1 0.0 0.50
C -2.8338 -1.4356 2.1845 -0.2 -0.3 -0.4 -0.41
C -2.8385 -0.7057 3.3917 -0.4 0.1 0.6 -0.96
C -2.7712 0.6625 3.0647 -0.8 0.0 0.1 -0.36
H -2.8747 -1.1271 4.3817 -0.1 0.0 0.1 0.39
C -2.6802 0.7746 1.6653 -0.4 0.3 -0.1 -0.79
C -2.7403 -0.5271 1.1247 -0.9 -0.2 -0.4 -0.95
H -2.6565 -0.7839 0.0832 0.0 0.0 -0.1 0.51
H -2.8359 -2.5059 2.0992 -0.2 -0.2 -0.1 0.80
H -2.7792 1.4815 3.7606 0.1 0.1 0.1 0.63
H -2.5822 1.6907 1.1078 0.0 0.1 0.0 0.54
C 1.7041 -3.3394 3.3002 0.5 -0.3 0.2 -1.22
Si -0.0836 -2.9721 2.8514 -0.3 2.5 -0.7 1.25
C -0.3765 -4.0500 1.3693 -0.2 -0.7 -0.2 -1.00
C -1.1467 -3.6382 4.2471 -0.2 -0.2 0.5 -1.21
H 2.3655 -3.0087 2.4736 -0.2 -0.2 0.5 0.19
H 1.8176 -4.4356 3.4277 0.1 0.4 -0.1 0.40
H 2.0192 -2.8559 4.2427 0.0 -0.2 -0.5 0.32
H -0.2559 -5.1120 1.6658 -0.1 0.3 -0.2 0.48
H -1.3867 -3.8979 0.9410 0.6 -0.1 0.0 0.30
H 0.4138 -3.8187 0.6448 -0.4 -0.1 0.0 -0.03
H -0.8886 -4.7028 4.4205 -0.1 0.4 0.0 0.40
H -0.9516 -3.0641 5.1749 -0.2 -0.3 -0.4 0.22
H -2.2232 -3.5754 4.0029 0.5 0.0 0.2 0.30
```
Positions in Å, forces in eV/Å.